Molecular formula: C44H110O22
Method: DFT, the ωB97M-V functional and the def2-TZVPD basis

```
176
Properties=species:S:1:pos:R:3:lowdin_charge:R:1
C 3.85 -3.32 1.55 -0.101
O 3.71 -3.90 0.29 -0.162
C 2.82 -3.16 -0.54 -0.193
C 2.47 -3.97 -1.70 -0.230
O 1.45 -4.85 -1.41 -0.169
C 1.25 -5.74 -2.46 -0.118
H 3.85 -2.25 1.41 0.088
H 4.78 -3.69 1.90 0.084
H 3.08 -3.67 2.26 0.066
H 3.21 -2.18 -0.88 0.131
H 1.94 -3.03 0.04 0.100
H 3.33 -4.58 -1.96 0.131
H 2.22 -3.43 -2.58 0.107
H 0.77 -5.21 -3.27 0.060
H 0.52 -6.50 -2.16 0.094
H 2.17 -6.20 -2.91 0.107
C -0.19 0.94 -5.48 -0.069
O -0.57 -0.40 -5.08 -0.198
C -1.94 -0.56 -5.10 -0.241
C -2.27 -2.02 -4.65 -0.141
O -1.85 -2.01 -3.25 -0.234
C -1.79 -3.30 -2.68 -0.106
H -0.94 1.72 -5.26 0.083
H 0.11 0.95 -6.58 0.112
H 0.73 1.17 -4.93 0.057
H -2.42 -0.41 -6.08 0.129
H -2.45 0.08 -4.40 0.118
H -1.62 -2.74 -5.20 0.126
H -3.30 -2.35 -4.80 0.113
H -1.88 -3.21 -1.61 0.066
H -0.93 -3.93 -3.05 0.096
H -2.80 -3.74 -2.86 0.088
C 1.96 -2.25 -5.69 -0.101
O 2.30 -0.88 -5.47 -0.217
C 3.72 -0.58 -5.63 -0.155
C 3.92 0.81 -5.03 -0.222
O 5.17 1.28 -5.46 -0.178
C 5.38 2.60 -5.11 -0.124
H 2.06 -2.53 -6.73 0.082
H 0.97 -2.43 -5.37 0.048
H 2.57 -3.04 -5.17 0.096
H 3.96 -0.52 -6.74 0.145
H 4.40 -1.33 -5.16 0.134
H 3.85 0.81 -3.91 0.129
H 3.12 1.48 -5.32 0.109
H 6.29 2.92 -5.48 0.059
H 5.48 2.75 -4.01 0.105
H 4.57 3.18 -5.57 0.096
C 1.00 0.38 2.92 -0.067
O 0.59 0.39 1.56 -0.212
C -0.19 -0.64 0.99 -0.177
C -0.09 -0.44 -0.49 -0.178
O 1.25 -0.72 -0.94 -0.196
C 1.35 -0.56 -2.35 -0.083
H 1.82 1.13 3.01 0.080
H 1.28 -0.66 3.14 0.076
H 0.19 0.55 3.63 0.061
H -1.29 -0.59 1.23 0.134
H 0.19 -1.63 1.30 0.119
H -0.38 0.57 -0.75 0.116
H -0.84 -0.97 -1.10 0.116
H 1.07 0.48 -2.47 0.079
H 0.68 -1.17 -2.94 0.075
H 2.37 -0.61 -2.67 0.069
C -1.81 2.46 2.02 -0.112
O -2.72 1.43 2.34 -0.195
C -2.76 1.14 3.75 -0.160
C -4.06 0.45 4.20 -0.176
O -5.04 1.46 4.00 -0.160
C -6.37 1.02 4.27 -0.111
H -2.21 3.44 2.30 0.091
H -1.60 2.45 0.96 0.071
H -0.77 2.32 2.54 0.094
H -2.80 2.03 4.37 0.117
H -1.80 0.62 4.05 0.120
H -4.04 0.15 5.21 0.108
H -4.29 -0.44 3.63 0.097
H -7.16 1.61 3.85 0.081
H -6.62 1.01 5.31 0.069
H -6.68 0.01 3.91 0.087
C 3.16 2.60 4.77 -0.085
O 1.90 3.09 4.21 -0.243
C 1.23 3.94 5.15 -0.226
C 0.25 4.76 4.45 -0.192
O 0.71 6.05 3.92 -0.191
C 1.57 5.93 2.77 -0.105
H 2.98 1.88 5.61 0.096
H 3.82 3.39 5.08 0.075
H 3.54 1.98 3.90 0.081
H 1.89 4.66 5.71 0.147
H 0.76 3.27 5.89 0.134
H -0.48 5.07 5.22 0.132
H -0.27 4.23 3.60 0.121
H 1.03 5.85 1.73 0.119
H 2.33 5.19 2.92 0.058
H 2.13 6.86 2.67 0.075
C -5.97 -2.25 -2.44 -0.108
O -6.08 -1.51 -1.25 -0.194
C -4.82 -1.24 -0.63 -0.183
C -4.90 -0.35 0.66 -0.201
O -5.86 -0.86 1.53 -0.191
C -5.52 -2.20 1.91 -0.093
H -5.55 -3.22 -2.23 0.079
H -5.35 -1.71 -3.09 0.058
H -6.98 -2.31 -2.89 0.100
H -4.13 -0.84 -1.39 0.117
H -4.44 -2.28 -0.29 0.124
H -5.17 0.68 0.32 0.147
H -3.93 -0.35 1.12 0.090
H -4.39 -2.31 2.02 0.102
H -5.86 -2.84 1.13 0.068
H -6.03 -2.40 2.86 0.092
C -2.40 9.28 -4.58 -0.148
O -2.11 7.92 -4.49 -0.189
C -0.87 7.61 -3.91 -0.209
C -0.76 6.11 -3.72 -0.217
O -1.26 5.56 -2.52 -0.212
C -2.35 4.64 -2.56 -0.087
H -3.00 9.55 -5.53 0.111
H -1.53 9.96 -4.65 0.078
H -2.84 9.69 -3.66 0.087
H -0.75 8.01 -2.88 0.135
H -0.02 8.10 -4.57 0.160
H 0.31 5.89 -3.71 0.107
H -1.11 5.46 -4.53 0.126
H -2.43 4.16 -1.58 0.080
H -2.15 3.84 -3.31 0.085
H -3.32 5.13 -2.75 0.090
C -3.13 -5.94 -0.35 -0.064
O -1.68 -5.88 -0.53 -0.189
C -0.90 -5.80 0.62 -0.225
C -0.59 -4.41 1.18 -0.166
O -1.78 -3.84 1.78 -0.222
C -2.02 -4.21 3.17 -0.084
H -3.59 -5.51 -1.23 0.061
H -3.43 -5.37 0.56 0.088
H -3.49 -6.98 -0.17 0.090
H 0.02 -6.26 0.25 0.114
H -1.16 -6.50 1.41 0.121
H -0.48 -3.82 0.29 0.103
H 0.26 -4.43 1.81 0.091
H -3.12 -4.20 3.41 0.090
H -1.49 -3.48 3.91 0.098
H -1.60 -5.19 3.40 0.068
C 1.15 4.06 -1.13 -0.137
O 2.37 3.84 -0.48 -0.175
C 2.23 2.64 0.32 -0.169
C 3.63 2.26 0.68 -0.181
O 4.15 2.97 1.80 -0.183
C 4.91 4.08 1.37 -0.114
H 0.95 3.28 -1.90 0.090
H 1.16 5.05 -1.66 0.093
H 0.27 4.04 -0.49 0.075
H 1.73 1.85 -0.22 0.105
H 1.69 2.92 1.21 0.113
H 4.23 2.38 -0.17 0.102
H 3.69 1.23 1.01 0.126
H 5.89 4.19 1.81 0.077
H 4.31 5.05 1.39 0.099
H 5.07 4.07 0.27 0.082
C 2.19 -5.56 3.73 -0.120
O 1.26 -4.59 4.09 -0.203
C 1.21 -4.10 5.40 -0.206
C 2.07 -2.88 5.52 -0.204
O 3.42 -3.26 5.35 -0.183
C 4.24 -2.17 5.43 -0.132
H 2.12 -6.49 4.32 0.095
H 3.26 -5.24 3.64 0.089
H 1.88 -5.84 2.71 0.087
H 1.53 -4.86 6.13 0.139
H 0.20 -3.91 5.62 0.097
H 1.76 -2.23 6.37 0.140
H 1.78 -2.32 4.61 0.113
H 3.89 -1.53 4.66 0.071
H 5.27 -2.50 5.17 0.103
H 4.30 -1.77 6.47 0.104
```

The value obtained for the HOMO-LUMO gap is 9.720 eV. The calculation puts the calculated total energy at -92439.17900 eV. For the maximum force, the calculation gives 3.4 eV Å⁻¹. The highest occupied orbital energy is -9.171 eV. The value obtained for the LUMO energy is 0.020 Ha. The structure (SMILES) is COCCOC.COCCOC.COCCOC.COCCOC.COCCOC.COCCOC.COCCOC.COCCOC.COCCOC.COCCOC.COCCOC. As for the charge: 0.